1.
ORCA calculation (ωB97M-V with the def2-TZVPD basis set) on a structure of composition C23H25FN4OPbSi in a non-equilibrium geometry.

The highest occupied orbital energy (alpha / beta) is -14.7059 / -14.1662 eV. The net charge is +2. For the orbital gap (alpha / beta), the calculation gives 0.2576 / 0.1946 Eh. Its max |F| is 0.04290 Eh/bohr.

Atoms and positions in Å:
Pb: 0.188 -1.409 -1.088
C: -3.150 -0.520 2.284
C: -2.009 -1.018 1.458
N: -1.701 -0.474 0.321
N: -2.359 0.504 -0.219
C: -2.332 0.520 -1.602
O: -1.578 -0.233 -2.253
C: -3.258 1.440 -2.228
C: -4.022 2.339 -1.462
C: -4.938 3.159 -2.085
C: -5.102 3.093 -3.466
C: -4.347 2.203 -4.231
C: -3.423 1.385 -3.621
C: -1.305 -2.263 1.803
C: -1.332 -2.813 3.078
C: -0.841 -4.098 3.268
C: -0.367 -4.806 2.177
C: -0.305 -4.160 0.950
N: -0.735 -2.917 0.770
H: -3.989 -0.261 1.640
H: -3.476 -1.254 3.012
H: -2.847 0.394 2.804
H: -3.867 2.388 -0.394
H: -5.527 3.859 -1.508
H: -5.817 3.743 -3.952
H: -4.500 2.148 -5.300
H: -2.828 0.685 -4.191
H: -1.719 -2.245 3.914
H: -0.854 -4.548 4.252
H: -0.041 -5.832 2.271
H: 0.095 -4.665 0.077
C: 3.376 0.326 2.577
Si: 3.263 -0.737 1.028
C: 4.911 -1.059 0.162
C: 2.603 -2.417 1.527
N: 2.129 0.012 -0.148
C: 2.381 1.213 -0.663
C: 3.558 2.003 -0.430
C: 3.743 3.220 -1.025
C: 2.778 3.744 -1.898
C: 1.611 3.028 -2.156
C: 1.435 1.820 -1.547
F: 0.295 1.134 -1.774
H: 3.847 -0.249 3.376
H: 2.382 0.624 2.919
H: 3.963 1.234 2.441
H: 5.527 -1.694 0.801
H: 5.479 -0.156 -0.054
H: 4.753 -1.588 -0.780
H: 3.362 -2.879 2.162
H: 2.445 -3.088 0.682
H: 1.689 -2.349 2.118
H: 4.325 1.620 0.223
H: 4.645 3.782 -0.826
H: 2.936 4.704 -2.369
H: 0.850 3.404 -2.826

=====

2.
ORCA calculation (ωB97M-V with the def2-TZVPD basis set) on a structure of composition C23H25HgN2O2 in a non-equilibrium geometry.

The highest occupied orbital energy is -2.7016 eV. The net charge is -1. For the orbital gap, the calculation gives 0.1818 Eh. Its max |F| is 0.03842 Eh/bohr.

Atoms and positions in Å:
C: 2.422 -0.137 2.741
C: 2.472 -0.952 1.578
C: 2.118 -0.154 0.454
H: 2.719 -2.009 1.546
C: 1.839 1.162 0.928
C: 2.067 1.175 2.329
H: 1.580 2.031 0.328
C: -1.601 -2.472 3.279
C: -0.339 -2.796 2.800
C: -0.292 -2.542 1.395
H: 0.510 -3.156 3.372
C: -1.512 -2.023 0.986
C: -2.405 -1.921 2.169
H: 2.108 -0.481 -0.582
H: 1.950 2.043 2.966
H: 2.661 -0.446 3.758
H: -3.493 -2.040 2.133
H: 0.570 -2.718 0.757
H: -1.942 -2.561 4.316
Hg: -2.530 0.281 2.546
C: -1.760 -1.402 -0.347
C: -3.264 -1.343 -0.702
C: -1.066 -2.148 -1.492
H: -3.704 -2.343 -0.583
H: -3.376 -1.076 -1.765
H: -3.842 -0.629 -0.098
H: -1.347 -3.206 -1.521
H: 0.030 -2.082 -1.440
H: -1.405 -1.688 -2.433
C: -1.026 -0.005 -0.299
C: -1.923 1.157 -0.602
H: -0.201 0.022 -1.014
H: -0.518 0.219 0.652
O: -2.815 1.500 0.202
N: -1.662 1.739 -1.840
C: -0.417 2.552 -1.930
H: -2.464 2.217 -2.240
C: 0.854 1.861 -2.377
C: 2.061 2.537 -2.136
H: 2.019 3.514 -1.648
C: 3.288 1.993 -2.509
H: 4.209 2.529 -2.260
C: 3.322 0.778 -3.205
H: 4.288 0.358 -3.502
C: 2.123 0.117 -3.497
H: 2.157 -0.824 -4.054
C: 0.886 0.654 -3.089
H: -0.042 0.147 -3.372
H: -0.222 2.949 -0.917
H: -0.606 3.426 -2.581
O: 0.278 2.284 4.665
C: -0.822 2.070 4.272
N: -1.936 1.840 3.861

=====

3.
ORCA calculation (ωB97M-V with the def2-TZVPD basis set) on a structure of composition C23H25N5O3 in a non-equilibrium geometry.

The highest occupied orbital energy is -7.4442 eV. For the orbital gap, the calculation gives 0.2985 Eh. Its max |F| is 0.30343 Eh/bohr.

Atoms and positions in Å:
C: 4.336 2.320 1.506
H: 4.627 3.283 1.783
O: 3.742 2.449 0.080
C: 3.117 1.527 -0.378
C: 2.938 0.410 0.253
C: 2.406 -0.695 -0.435
C: 1.875 -0.465 -1.568
C: 1.744 0.921 -2.326
C: 2.513 1.912 -1.693
O: 2.651 3.089 -2.047
C: 2.132 3.404 -3.492
H: 0.993 3.434 -3.377
H: 2.201 4.619 -3.317
H: 2.457 2.787 -4.210
H: 1.228 1.137 -3.223
C: 1.086 -1.562 -2.401
C: -0.147 -2.102 -1.461
N: 0.073 -3.112 -0.743
O: -1.365 -3.391 -0.424
C: -1.963 -2.517 -0.906
N: -1.459 -1.559 -1.738
C: -3.332 -2.557 -0.710
N: -3.898 -1.795 0.422
C: -5.226 -1.810 0.610
H: -5.955 -1.188 -0.531
H: -5.885 -2.767 0.772
H: -5.702 -1.012 1.621
C: -3.341 -2.233 1.580
C: -1.785 -1.627 1.948
C: -1.588 -0.437 1.406
C: -0.386 0.175 1.429
C: 0.528 -0.364 2.309
C: 0.275 -1.762 2.836
C: -0.967 -2.214 2.756
H: -1.171 -3.212 3.124
H: 1.022 -2.359 3.282
H: 1.410 0.090 2.448
N: 0.138 1.242 1.068
C: -0.569 2.026 -0.105
C: 0.148 3.240 -0.288
C: 0.943 3.192 1.022
N: 1.146 2.112 1.564
H: 1.658 4.182 1.190
H: -0.157 4.092 -0.773
H: -1.289 1.646 -0.773
H: -2.491 0.065 0.851
H: -3.943 -1.873 2.711
H: -3.349 -3.343 1.966
H: -3.890 -3.534 -0.659
H: -3.884 -2.045 -1.596
H: 0.469 -1.125 -3.425
H: 1.593 -2.334 -2.755
H: 2.053 -1.778 -0.146
H: 3.569 -0.064 1.172
H: 3.467 2.043 2.257
H: 5.204 1.436 1.534

=====

4.
ORCA calculation (ωB97M-V with the def2-TZVPD basis set) on a structure of composition C23H25N5O4S4Y.

The highest occupied orbital energy is -4.1901 eV. The net charge is -1. For the orbital gap, the calculation gives 0.2439 Eh. Its max |F| is 0.01621 Eh/bohr.

Atoms and positions in Å:
Y: 0.210 0.216 -0.038
O: 4.034 0.736 -1.969
C: 3.017 0.153 -1.640
N: 2.545 -0.076 -0.383
C: 3.422 -0.131 0.655
O: 4.612 -0.383 0.609
C: 2.775 0.029 2.014
C: 3.608 0.239 3.104
C: 3.054 0.314 4.367
C: 1.684 0.153 4.496
C: 0.923 -0.038 3.356
N: 1.446 -0.084 2.129
C: 2.098 -0.355 -2.734
C: 2.613 -0.510 -4.016
C: 1.774 -0.940 -5.027
C: 0.442 -1.191 -4.724
C: 0.020 -1.020 -3.418
N: 0.825 -0.620 -2.439
H: 4.669 0.324 2.922
H: 3.677 0.487 5.236
H: 1.200 0.183 5.463
H: -0.147 -0.147 3.430
H: 3.656 -0.284 -4.183
H: 2.148 -1.074 -6.034
H: -0.258 -1.512 -5.484
H: -1.006 -1.226 -3.130
S: -1.630 1.214 1.764
S: -2.691 -0.558 1.884
S: -1.347 -2.125 1.889
S: -0.596 -2.374 -0.007
C: -3.664 -0.085 -3.919
C: -4.281 -0.226 -2.518
C: -4.939 1.092 -2.110
C: -5.328 -1.338 -2.518
N: -3.292 -0.608 -1.506
N: -2.281 0.343 -1.222
H: -4.421 0.200 -4.653
H: -3.217 -1.032 -4.233
H: -2.885 0.682 -3.927
H: -5.801 1.293 -2.748
H: -4.249 1.932 -2.204
H: -5.273 1.036 -1.072
H: -6.132 -1.113 -3.222
H: -5.745 -1.443 -1.516
H: -4.875 -2.292 -2.796
H: -2.839 -1.484 -1.741
H: -2.643 0.995 -0.535
H: -2.008 0.879 -2.045
O: 1.184 2.506 0.134
C: 0.820 2.663 -1.049
O: 0.031 1.844 -1.624
C: 1.302 3.834 -1.852
C: 1.202 3.805 -3.239
C: 1.611 4.896 -3.989
C: 2.112 6.024 -3.354
C: 2.222 6.050 -1.971
C: 1.826 4.954 -1.219
H: 0.813 2.917 -3.720
H: 1.533 4.864 -5.069
H: 2.419 6.884 -3.937
H: 2.624 6.927 -1.478
H: 1.916 4.948 -0.141

=====

5.
ORCA calculation (ωB97M-V with the def2-TZVPD basis set) on an isolated molecule of C23H25N7O2 in a non-equilibrium geometry.

The highest occupied orbital energy is -8.8676 eV. Its structure (SMILES) is CCCCNC(=O)CCC(=O)NNc1nc2ccccc2c2nc(-c3ccccc3)nn12. For the orbital gap, the calculation gives 0.3265 Eh. Its max |F| is 0.02371 Eh/bohr.

Atoms and positions in Å:
C: 1.520 3.071 -2.175
C: 2.981 2.642 -2.251
C: 3.361 1.630 -1.171
C: 2.758 0.246 -1.419
N: 3.038 -0.667 -0.334
C: 4.032 -1.571 -0.392
O: 4.820 -1.654 -1.310
C: 4.060 -2.535 0.796
C: 3.194 -3.760 0.459
C: 1.757 -3.343 0.241
O: 1.206 -3.244 -0.827
N: 1.079 -3.108 1.413
N: -0.174 -2.506 1.382
C: -0.249 -1.148 1.269
N: 0.748 -0.382 1.575
C: 0.581 0.980 1.563
C: 1.654 1.791 1.951
C: 1.520 3.160 1.947
C: 0.324 3.762 1.551
C: -0.748 2.988 1.173
C: -0.633 1.596 1.182
C: -1.698 0.719 0.834
N: -2.935 0.914 0.445
C: -3.439 -0.337 0.289
C: -4.802 -0.585 -0.134
C: -5.271 -1.889 -0.276
C: -6.574 -2.112 -0.677
C: -7.415 -1.041 -0.938
C: -6.951 0.257 -0.798
C: -5.649 0.489 -0.397
N: -2.572 -1.302 0.564
N: -1.463 -0.637 0.911
H: 0.853 2.234 -2.366
H: 1.291 3.472 -1.189
H: 1.314 3.840 -2.915
H: 3.187 2.214 -3.235
H: 3.612 3.526 -2.136
H: 3.025 2.000 -0.199
H: 4.447 1.524 -1.137
H: 1.674 0.313 -1.535
H: 3.189 -0.186 -2.325
H: 2.422 -0.629 0.470
H: 3.702 -2.039 1.700
H: 5.089 -2.860 0.947
H: 3.562 -4.209 -0.465
H: 3.249 -4.494 1.264
H: 1.572 -3.007 2.289
H: -0.881 -3.017 0.860
H: 2.574 1.320 2.259
H: 2.352 3.779 2.249
H: 0.243 4.838 1.547
H: -1.686 3.425 0.869
H: -4.603 -2.711 -0.069
H: -6.938 -3.123 -0.788
H: -8.433 -1.219 -1.252
H: -7.608 1.090 -1.003
H: -5.268 1.492 -0.283

=====

6.
ORCA calculation (ωB97M-V with the def2-TZVPD basis set) on an isolated molecule of C23H25NO.

The highest occupied orbital energy is -8.1134 eV. Its structure (SMILES) is COc1ccccc1C1CCN(Cc2cccc3ccccc23)CC1. For the orbital gap, the calculation gives 0.3231 Eh. Its max |F| is 0.00817 Eh/bohr.

Atoms and positions in Å:
C: -4.740 -2.917 -0.662
O: -3.945 -1.803 -0.346
C: -4.558 -0.601 -0.115
C: -5.928 -0.402 -0.200
C: -6.467 0.851 0.044
C: -5.643 1.907 0.375
C: -4.274 1.707 0.463
C: -3.709 0.466 0.230
C: -2.225 0.210 0.292
C: -1.449 1.150 1.212
C: 0.024 0.740 1.222
N: 0.540 0.832 -0.124
C: 1.953 1.050 -0.290
C: 2.951 -0.042 0.055
C: 2.572 -1.279 0.505
C: 3.512 -2.271 0.822
C: 4.846 -2.026 0.687
C: 5.291 -0.770 0.225
C: 6.668 -0.500 0.079
C: 7.104 0.714 -0.370
C: 6.172 1.711 -0.691
C: 4.831 1.479 -0.560
C: 4.341 0.237 -0.098
C: -0.124 -0.056 -1.048
C: -1.610 0.298 -1.111
H: -4.046 -3.748 -0.785
H: -5.445 -3.153 0.143
H: -5.292 -2.768 -1.596
H: -6.590 -1.214 -0.459
H: -7.535 0.991 -0.027
H: -6.059 2.885 0.564
H: -3.640 2.540 0.724
H: -2.088 -0.816 0.652
H: -1.511 2.173 0.841
H: -1.854 1.116 2.225
H: 0.598 1.418 1.859
H: 0.107 -0.273 1.652
H: 2.203 1.932 0.314
H: 2.105 1.322 -1.343
H: 1.530 -1.520 0.628
H: 3.162 -3.231 1.174
H: 5.578 -2.782 0.929
H: 7.374 -1.279 0.330
H: 8.160 0.914 -0.479
H: 6.523 2.669 -1.047
H: 4.138 2.264 -0.817
H: 0.331 0.068 -2.034
H: -0.034 -1.120 -0.769
H: -1.727 1.314 -1.490
H: -2.122 -0.388 -1.786

=====

7.
ORCA calculation (ωB97M-V with the def2-TZVPD basis set) on a cluster of 2 separate species, C23H25NO2 in total in a non-equilibrium geometry.

The highest occupied orbital energy is -5.4818 eV. For the orbital gap, the calculation gives 0.1103 Eh. Its max |F| is 0.05011 Eh/bohr.

Atoms and positions in Å:
C: 2.042 -3.067 2.028
C: 1.948 -1.600 1.902
C: 3.309 -0.988 2.117
C: 3.529 0.487 2.313
O: 4.284 -1.737 2.219
C: 0.728 -0.907 2.173
C: -0.589 -1.626 2.290
O: 0.731 0.325 2.359
H: 1.084 -3.570 1.868
H: 2.798 -3.466 1.334
H: 2.409 -3.280 3.053
H: 2.568 1.005 2.348
H: 4.075 0.623 3.264
H: 4.147 0.862 1.479
H: -0.498 -2.684 2.527
H: -1.181 -1.130 3.065
H: -1.175 -1.543 1.375
C: -4.719 -0.952 -0.290
C: -3.324 -1.214 -0.658
N: -2.928 -2.401 -1.174
C: -1.602 -2.333 -1.635
C: -1.143 -1.023 -1.391
C: 0.089 -0.622 -1.904
C: 0.844 -1.559 -2.615
C: 0.407 -2.868 -2.810
C: -0.842 -3.267 -2.336
C: -2.222 -0.295 -0.708
C: -2.190 0.995 -0.193
C: -1.182 2.010 -0.456
C: 0.131 1.844 0.009
C: 1.095 2.836 -0.067
C: 0.856 4.012 -0.759
C: 1.999 4.975 -0.928
C: -0.443 4.204 -1.255
C: -1.451 3.254 -1.083
H: -4.739 0.093 0.026
H: -5.381 -1.074 -1.163
H: -5.063 -1.618 0.516
H: -3.560 -3.192 -1.276
H: 0.382 0.418 -1.814
H: 1.791 -1.247 -3.038
H: 1.054 -3.563 -3.329
H: -1.226 -4.271 -2.468
H: -3.096 1.307 0.317
H: 0.371 0.922 0.514
H: 2.058 2.678 0.397
H: 1.681 5.906 -1.406
H: 2.440 5.228 0.047
H: 2.812 4.548 -1.538
H: -0.648 5.124 -1.795
H: -2.461 3.440 -1.450

=====

8.
ORCA calculation (ωB97M-V with the def2-TZVPD basis set) on a cluster of 3 separate species, C23H26BFN4O3 in total in a non-equilibrium geometry.

The highest occupied orbital energy is -13.7205 eV. The net charge is +2. For the orbital gap, the calculation gives 0.1938 Eh. Its max |F| is 0.11982 Eh/bohr.

Atoms and positions in Å:
O: 2.919 -5.513 -0.043
B: 3.078 -4.828 1.218
O: 3.002 -5.656 2.409
O: 3.357 -3.396 1.349
N: 2.249 -2.653 1.218
C: 1.340 -2.366 2.327
C: 0.059 -1.502 2.164
C: -0.281 -0.899 0.751
C: -1.626 -0.062 0.642
C: -2.273 0.073 -0.762
C: -3.604 0.849 -0.870
N: -4.233 1.412 0.302
C: -5.567 2.129 0.149
C: -6.683 1.053 0.659
C: -6.679 -0.291 -0.257
F: -7.659 -1.242 0.177
C: -3.670 1.340 1.640
C: -2.322 0.584 1.901
C: 0.711 -1.180 -0.409
C: 1.959 -2.064 -0.116
H: 1.971 -5.770 -0.179
H: 2.148 -6.142 2.436
H: 1.538 -2.783 3.381
H: -0.655 -1.292 3.041
H: -1.763 -0.407 -1.661
H: -4.112 0.953 -1.891
H: -5.617 3.089 0.768
H: -5.692 2.370 -0.974
H: -7.736 1.493 0.694
H: -6.410 0.695 1.721
H: -6.773 -0.036 -1.382
H: -5.651 -0.814 -0.142
H: -4.223 1.818 2.511
H: -1.887 0.514 2.959
H: 0.502 -0.730 -1.456
H: 2.660 -2.286 -0.991
N: 1.165 0.819 -3.044
C: 1.063 1.178 -4.336
C: 0.933 2.489 -4.764
C: 0.903 3.494 -3.806
C: 1.005 3.153 -2.464
C: 1.135 1.814 -2.138
H: 1.089 0.359 -5.047
H: 0.858 2.720 -5.819
H: 0.802 4.532 -4.102
H: 0.984 3.911 -1.691
H: 1.221 1.498 -1.102
N: 5.829 2.125 1.174
C: 6.118 1.337 2.223
C: 5.547 0.090 2.432
C: 4.622 -0.368 1.505
C: 4.304 0.426 0.419
C: 4.931 1.655 0.295
H: 6.844 1.742 2.919
H: 5.819 -0.505 3.294
H: 4.151 -1.335 1.628
H: 3.584 0.097 -0.321
H: 4.717 2.310 -0.544

=====

- Which formula does entry 6 have?
  C23H25NO

=====

- Look up the max |F| of the seventh one.
  0.05011 Eh/bohr